C18H66O15 | the ωB97M-V functional and the def2-TZVPD basis

Each line ends with the Mulliken charge.
CARTESIAN COORDINATES (ANGSTROEM)
O -5.13500 -7.22826 -24.42337  -0.69
H -5.87119 -6.83939 -23.92285  0.24
H -4.49374 -7.49865 -23.75601  0.44
O -7.39469 -6.17204 -22.91434  -0.54
H -8.10799 -6.81576 -22.84447  0.24
H -7.70681 -5.38563 -22.43239  0.28
O -7.19386 -3.83514 -21.30530  -0.66
H -6.33380 -3.39115 -21.31133  0.20
H -7.84224 -3.12448 -21.24653  0.26
O -5.37414 -4.08587 -24.75906  -0.61
H -6.30669 -4.07047 -24.99846  0.32
H -5.35711 -4.47170 -23.87672  0.31
O 0.65536 -8.33874 -18.39150  -0.68
H -0.11227 -8.19613 -18.95905  0.36
H 0.30118 -8.77194 -17.59950  0.32
O -2.20046 -6.79220 -24.30786  -0.62
H -2.46562 -7.72060 -24.23703  0.34
H -1.84367 -6.57425 -23.43947  0.10
O -0.52857 -8.46594 -21.28970  -0.64
H -0.38443 -7.54214 -21.52944  0.25
H 0.09744 -8.96025 -21.83087  0.29
O -3.40668 -9.84224 -19.57976  -0.48
H -3.96087 -9.97019 -20.34961  0.18
H -3.82183 -10.38424 -18.89781  0.27
O -3.05633 -8.92484 -22.51894  -0.52
H -2.44245 -8.65699 -21.81332  0.28
H -3.74348 -9.41457 -22.07156  0.26
C -2.02209 -8.40632 -16.49691  -0.78
C -1.34832 -9.30982 -15.46530  0.55
C -1.70204 -10.78685 -15.61319  -1.37
O 0.08994 -9.18320 -15.60746  -0.61
H -3.10036 -8.39185 -16.33088  0.24
H -1.90058 -8.75322 -17.53015  -0.17
H -1.57139 -7.41670 -16.57924  0.42
H -1.62444 -8.94578 -14.47358  0.41
H -1.01399 -11.36345 -14.99907  0.38
H -1.52052 -11.11912 -16.63798  0.26
H -2.77023 -10.88652 -15.41654  0.33
H 0.45713 -9.09732 -14.72506  0.31
C -3.46062 -1.46682 -22.51502  -1.22
C -4.43350 -0.99408 -21.44192  0.91
C -5.69073 -0.30836 -21.93789  -1.53
O -4.79940 -2.04088 -20.51753  -0.46
H -2.44629 -1.48649 -22.11192  0.34
H -3.53107 -0.72220 -23.30859  0.42
H -3.64361 -2.48335 -22.86344  0.13
H -3.81845 -0.28953 -20.86765  0.21
H -5.33679 0.60623 -22.42092  0.45
H -6.30145 0.04492 -21.10250  0.41
H -6.38182 -0.83262 -22.59716  0.25
H -4.01585 -2.58458 -20.32703  0.25
C -7.01545 -6.47528 -15.38112  -1.14
C -6.99259 -7.72286 -16.26165  0.44
C -6.25878 -7.50831 -17.56856  -0.98
O -6.19924 -8.67671 -15.52541  -0.51
H -7.22517 -6.69017 -14.33579  0.39
H -7.75136 -5.75489 -15.75377  0.33
H -6.04115 -5.98298 -15.41957  0.15
H -8.01944 -8.04235 -16.46073  0.31
H -6.70528 -6.79209 -18.26350  0.42
H -6.14504 -8.37056 -18.23244  0.40
H -5.22852 -7.20742 -17.36207  -0.15
H -6.76224 -9.17666 -14.92810  0.30
C -4.24891 -6.20245 -21.30836  0.13
C -3.74232 -5.28376 -20.23194  1.61
C -2.77169 -6.00377 -19.27067  -0.65
O -3.02610 -4.21209 -20.86055  0.01
H -3.47429 -6.47479 -22.01745  -0.52
H -5.11936 -5.77419 -21.80822  -0.02
H -4.57804 -7.15413 -20.87633  0.23
H -4.55606 -4.83160 -19.66302  -0.43
H -1.97480 -6.52586 -19.80608  -0.19
H -3.26576 -6.65958 -18.55524  -0.18
H -2.21490 -5.27434 -18.67280  0.44
H -2.08414 -4.31458 -21.01294  -0.09
C 0.91674 -4.68338 -23.72134  -1.42
C 0.64314 -5.83154 -22.75873  0.05
C 1.81877 -6.15139 -21.87637  -1.34
O -0.41744 -5.34931 -21.87671  -0.32
H 0.01308 -4.45411 -24.29952  0.38
H 1.67156 -4.91576 -24.47231  0.39
H 1.01872 -3.71657 -23.22192  0.33
H 0.22115 -6.66578 -23.31902  0.58
H 1.62536 -6.59078 -20.89556  0.35
H 2.30888 -5.20886 -21.60680  0.39
H 2.54668 -6.78977 -22.38265  0.38
H -0.07205 -4.63113 -21.33453  0.23
C -4.67203 -2.01591 -15.67597  -1.52
C -4.77585 -2.29510 -17.15638  1.06
C -6.06272 -3.04294 -17.51620  -0.42
O -4.80845 -1.01535 -17.82413  -0.64
H -5.31442 -1.20024 -15.34928  0.36
H -3.67202 -1.74694 -15.32689  0.39
H -4.87500 -2.95198 -15.14651  0.31
H -3.89634 -2.83676 -17.52451  -0.10
H -6.24049 -3.32520 -18.55400  -0.01
H -6.93494 -2.45839 -17.21458  0.41
H -6.09598 -3.98131 -16.94791  -0.17
H -4.85747 -1.22746 -18.77311  0.35

Computed properties:
energy relative to the best compared isomer or geometry (same formula, charge and spin): 1.5913 eV
E_HOMO: -9.7 eV
E_LUMO: 0.17 eV
strongest force on any atom: 2.122 eV Å⁻¹